Record 1
C37H45As2LiN2S2Te as an isolated structure, computed with wB97M-V/def2-TZVPD.

Output
- E: -192926.6191 eV
- HOMO-LUMO gap: 5.562 eV
- Spin multiplicity: 1
- Lowest unoccupied orbital energy: -0.6 eV
- E_HOMO: -0.228 Ha

Geometry (Å):
Te (0.9649, 1.4411, 3.0282)
As (-2.5762, -0.2672, -0.0404)
As (-0.1385, -2.5256, 0.4724)
S (2.4655, 0.2785, -0.4694)
S (0.1683, 2.4873, 0.1534)
N (2.1487, 4.2140, 0.2691)
N (4.0887, 2.3364, -0.2806)
C (5.2510, 1.4422, -0.3497)
C (-0.7775, 1.0770, 5.5682)
C (2.3332, -1.0096, 4.8013)
C (7.2608, 1.4242, 3.4430)
C (1.1083, 6.0093, 1.6347)
C (4.4470, 3.7550, -0.1895)
C (-1.6484, 2.1887, 5.0408)
C (0.7076, -0.9895, 6.6898)
C (-1.9308, -3.1181, -0.0180)
C (0.4987, 5.9108, 3.9601)
C (-2.9504, -2.1850, -0.2435)
C (-4.3518, 0.4774, -0.3278)
C (-1.1363, 0.5025, 6.7854)
C (0.1379, -3.5436, 2.1026)
C (2.8386, 1.8947, -0.2226)
C (0.5994, 5.2991, 2.7204)
C (1.2408, 5.3558, 0.2798)
C (-4.2096, -2.6452, -0.6263)
C (-2.6651, -0.1931, 1.9261)
C (7.9631, 1.7612, 2.2967)
C (5.9119, 1.0905, 3.3596)
C (-0.8404, -1.1237, 8.6807)
C (-3.4491, -4.9245, -0.5330)
C (-4.4569, -4.0035, -0.7729)
C (7.3139, 1.7685, 1.0660)
C (3.5046, 4.4550, 0.7338)
C (-2.1904, -4.4792, -0.1568)
C (1.5108, 7.3270, 1.8088)
C (0.8963, 7.2340, 4.1279)
C (-0.4131, -0.5298, 7.3637)
C (5.9720, 1.4287, 0.9769)
C (1.4020, 7.9445, 3.0500)
C (1.7368, 2.9440, 0.0508)
C (5.2667, 1.0880, 2.1332)
C (1.1054, -0.4480, 5.4676)
C (0.9379, -3.5774, -0.7603)
C (0.3581, 0.5949, 4.8911)
Li (0.3664, 0.0580, 0.6467)
H (-3.5599, -0.7062, 2.2788)
H (1.6236, 6.0952, -0.4307)
H (-0.1275, -4.5903, 1.9594)
H (1.9099, 7.8782, 0.9633)
H (-5.0131, -1.9451, -0.8127)
H (0.6369, -3.3473, -1.7804)
H (7.8588, 2.0393, 0.1676)
H (7.7608, 1.4265, 4.4030)
H (-2.1132, 2.7309, 5.8667)
H (3.6931, 5.5276, 0.7294)
H (-1.4077, -5.2069, 0.0243)
H (-1.0914, 2.8940, 4.4274)
H (4.4121, 4.1980, -1.1887)
H (0.3105, 4.2603, 2.5992)
H (4.2105, 0.8391, 2.0788)
H (1.1874, -3.4667, 2.3837)
H (1.7173, 8.9728, 3.1727)
H (-5.0840, 0.0122, 0.3312)
H (4.8989, 0.4523, -0.6175)
H (0.2749, 5.0113, -0.0787)
H (-0.4687, -3.1164, 2.8992)
H (3.6197, 4.0956, 1.7629)
H (-4.2886, 1.5417, -0.1051)
H (1.9848, -3.3077, -0.6316)
H (5.4696, 3.8126, 0.1805)
H (-2.0133, 0.8889, 7.2989)
H (-1.8237, -1.5927, 8.6024)
H (-4.6529, 0.3598, -1.3675)
H (9.0109, 2.0264, 2.3558)
H (5.9116, 1.7908, -1.1465)
H (3.1463, -0.2791, 4.7804)
H (-1.7829, -0.6396, 2.3859)
H (-2.6845, 0.8547, 2.2228)
H (-3.6386, -5.9849, -0.6405)
H (-0.9067, -0.3621, 9.4602)
H (0.8173, 7.7067, 5.0985)
H (-2.4542, 1.7971, 4.4147)
H (1.2933, -1.7946, 7.1243)
H (0.1143, 5.3480, 4.8018)
H (2.1329, -1.2604, 3.7575)
H (5.3587, 0.8348, 4.2539)
H (0.8099, -4.6424, -0.5719)
H (-5.4417, -4.3408, -1.0715)
H (-0.1344, -1.8830, 9.0180)
H (2.6877, -1.9004, 5.3227)

Record 2
C37H45N7O4Re as an isolated structure, computed with wB97M-V/def2-TZVPD.

Output
- E: -59849.4712 eV
- HOMO-LUMO gap (alpha / beta): 6.774 / 4.765 eV
- Spin multiplicity: 2
- Lowest unoccupied orbital energy (alpha / beta): -0.6 / -1.3 eV
- E_HOMO (alpha / beta): -0.270 / -0.222 Ha
- Relative energy (zero: lowest compared OMol25 entry of this formula, charge and spin): 0.00 kcal per mole

Geometry (Å):
Re (0.7390, -0.2821, 0.4996)
O (3.5144, -2.5981, -1.6337)
O (-1.3990, -2.4587, 3.3016)
O (-2.0561, -1.7716, -0.2959)
O (-3.9009, -2.6861, 0.5359)
N (0.3542, 1.7388, 0.5092)
N (-0.1492, -0.7323, -2.0155)
N (-0.5930, -0.7148, 2.0317)
N (-0.3755, 0.0422, -4.0554)
N (-2.6232, -2.3808, -2.7814)
N (0.7918, -2.2729, 0.5695)
N (2.5176, -0.7976, -0.5954)
C (5.9905, 0.4203, -0.4213)
C (3.6525, 0.0049, -0.8221)
C (-0.5402, 4.0396, 0.4904)
C (4.7742, 1.8411, -1.9008)
C (-3.5380, -1.5636, -3.5864)
C (2.3480, 1.5354, -2.3590)
C (4.8925, -1.4291, 0.8465)
C (-0.5987, 0.2601, -2.7440)
C (-0.3405, 0.4187, 4.1563)
C (0.2513, -1.1667, -4.1633)
C (-1.9919, 2.0187, 4.8602)
C (-0.8234, 1.3175, 5.0937)
C (5.9672, 1.4845, -1.3031)
C (0.9167, -0.3551, 4.4108)
C (4.8474, -0.3155, -0.1551)
C (-4.8315, -1.5024, -2.7776)
C (-2.6725, 1.8562, 3.6651)
C (0.2459, 4.7457, -0.6241)
C (1.5321, 1.5358, 1.2475)
C (2.6611, -2.1055, -0.9030)
C (-0.1026, -4.3034, 1.4298)
C (-1.0589, 0.2309, 2.9687)
C (0.0945, 4.3411, 1.8510)
C (-2.2153, 0.9710, 2.7005)
C (-0.0496, -2.9191, 1.3914)
C (1.6453, -2.9627, -0.1963)
C (1.6493, -4.3487, -0.2045)
C (-2.9340, 0.7629, 1.4041)
C (-3.4154, -3.1032, -1.7817)
C (-4.8862, -2.8937, -2.1542)
C (0.7472, -5.0278, 0.6064)
C (-0.7847, -2.0156, 2.3414)
C (-3.1562, -2.4988, -0.3858)
C (0.3792, -1.6347, -2.8911)
C (-0.4899, 2.5776, 0.1473)
C (3.6137, 1.1188, -1.6718)
C (-1.9999, 4.5025, 0.4969)
H (-3.3484, -0.2441, 1.3705)
H (-3.7383, 1.4844, 1.2814)
H (-5.6904, -1.2807, -3.4035)
H (1.4466, 1.7113, 2.3228)
H (2.4250, 1.9869, 0.8053)
H (0.2644, 5.8190, -0.4464)
H (1.5075, -0.4503, 3.4978)
H (-2.3755, 2.6954, 5.6090)
H (2.3670, -4.8602, -0.8258)
H (0.7321, -6.1076, 0.6198)
H (-5.5255, -2.9603, -1.2769)
H (4.7380, 2.6904, -2.5691)
H (-1.0790, 1.1347, -2.3539)
H (-5.2075, -3.6379, -2.8842)
H (-0.7978, -4.7735, 2.1075)
H (6.9125, 0.1538, 0.0731)
H (0.8125, -2.5578, -2.5660)
H (-3.5824, 2.4141, 3.4887)
H (3.9613, -1.4723, 1.4136)
H (-3.7385, -2.0185, -4.5645)
H (-4.7564, -0.7523, -1.9903)
H (0.0273, 5.4074, 2.0542)
H (-2.2344, 0.8606, 0.5711)
H (-2.4931, 4.2397, -0.4358)
H (-0.2835, 1.4518, 6.0201)
H (0.6624, -1.3577, 4.7521)
H (-0.5955, 0.6635, -4.8163)
H (5.0231, -2.3851, 0.3388)
H (5.7229, -1.2926, 1.5356)
H (2.1693, 0.9065, -3.2305)
H (-2.0849, -3.0036, -3.3688)
H (6.8685, 2.0409, -1.5131)
H (-2.0526, 5.5807, 0.6296)
H (1.5175, 0.1281, 5.1769)
H (-0.2157, 4.5588, -1.5907)
H (-2.5311, 4.0321, 1.3203)
H (-0.4293, 3.8061, 2.6394)
H (-3.1472, -4.1627, -1.7203)
H (1.1426, 4.0547, 1.8660)
H (1.4948, 1.4363, -1.6878)
H (0.5547, -1.5850, -5.1005)
H (-1.6416, -1.6464, -1.1839)
H (2.4236, 2.5698, -2.6900)
H (1.2702, 4.3790, -0.6540)
H (-3.0991, -0.5770, -3.7522)

Record 3
C37H46BN12O4S2Se2Ti as an isolated structure, computed with wB97M-V/def2-TZVPD.

Output
- E: -241340.8500 eV
- HOMO-LUMO gap: 6.699 eV
- Spin multiplicity: 1
- Lowest unoccupied orbital energy: -3.5 eV
- E_HOMO: -0.374 Ha
- Charge: +1
- Relative energy (zero: lowest compared OMol25 entry of this formula, charge and spin): 0.00 kcal per mole

Geometry (Å):
Se (-0.1044, 0.7650, 2.6810)
Se (2.4184, 1.9134, 0.5597)
Ti (0.7035, 0.1922, 0.4429)
S (2.1641, -1.4603, 1.5867)
S (1.7093, -0.8311, -1.7579)
O (4.6120, 2.6866, 4.6794)
O (0.8867, 3.7945, 2.8428)
O (-5.9940, 0.7952, -0.1000)
O (-2.5100, 1.6754, 1.1198)
N (-2.5822, -2.6567, 0.4694)
N (-1.5844, 2.1853, -2.6365)
N (-0.2520, 1.3419, -1.1554)
N (-0.9995, -1.2187, 0.1180)
N (-2.1240, -2.9346, -0.7773)
N (-7.4319, 2.3265, 0.5325)
N (-0.3679, 2.7171, -2.9160)
N (0.5542, -3.6572, 1.6926)
N (3.9073, -2.2735, -1.0186)
N (-7.6316, 1.1837, 1.3057)
N (4.3888, -0.2933, -1.7731)
N (1.9566, -3.7386, 0.0303)
C (-3.9784, 2.8600, 2.5541)
C (-3.4956, 1.4749, 2.1471)
C (1.1810, -4.8750, -0.0101)
C (-7.0993, -1.5002, 2.5532)
C (-3.6012, -3.5192, 1.0707)
C (-6.4552, 2.0590, -0.2595)
C (-2.1873, 3.0775, 1.0269)
C (-2.7301, 3.7042, 2.2970)
C (-6.3931, -0.9725, 1.4784)
C (0.4047, 2.1859, -2.0132)
C (-6.7620, 0.3230, 0.9097)
C (-5.0484, 5.1065, -1.9155)
C (-1.1726, -2.0589, -0.9531)
C (-4.8026, -2.7787, 1.6087)
C (1.5689, -3.0032, 1.0713)
C (-1.5097, 1.3799, -1.5868)
C (-3.8580, 3.1647, -2.6981)
C (-5.2594, -1.6225, 0.9975)
C (-2.7446, 2.5214, -3.4786)
C (3.3811, -1.1481, -1.5024)
C (5.5849, -0.9028, -1.4570)
C (-4.0301, 4.5439, -2.6754)
C (3.4879, 1.8288, 4.7588)
C (-4.7049, 2.3623, -1.9522)
C (-5.4968, -3.2913, 2.6984)
C (3.2628, 1.7221, 2.3278)
C (-6.6476, -2.6629, 3.1551)
C (-1.9083, -1.6395, 0.9923)
C (5.2778, -2.1288, -0.9805)
C (-5.8801, 4.3038, -1.1493)
C (-5.6954, 2.9251, -1.1579)
C (1.4266, 0.9195, 3.8880)
C (-0.0389, -3.2844, 2.9671)
C (1.9281, 3.4225, 3.7288)
C (4.2689, 1.0046, -2.4195)
C (2.4697, 1.9951, 3.6021)
C (0.3239, -4.8444, 1.0331)
B (3.2487, -3.6832, -0.8892)
H (-4.5915, 1.2846, -1.9740)
H (1.5185, 3.5366, 4.7361)
H (-7.1836, -3.0752, 3.9995)
H (-1.1035, 3.1738, 0.9385)
H (4.2766, 1.8050, -1.6829)
H (5.9147, -2.9222, -0.6341)
H (3.3374, 1.0323, -2.9777)
H (-4.2769, 0.8305, 1.7561)
H (3.8787, 0.8108, 4.7304)
H (-3.0150, 0.9720, 2.9937)
H (-2.9372, 4.7667, 2.1811)
H (-1.1068, -3.5001, 2.9518)
H (-4.8033, 3.1892, 1.9207)
H (4.3906, 3.5478, 5.0447)
H (-5.1846, 6.1799, -1.9108)
H (-2.6721, 3.4941, 0.1350)
H (2.7707, 4.1157, 3.6351)
H (-3.8898, -4.1983, 0.2709)
H (-3.0895, 1.6073, -3.9593)
H (1.8984, -0.0646, 3.9141)
H (3.6476, 0.7029, 2.3508)
H (-5.1444, -4.1903, 3.1914)
H (0.1181, -2.2217, 3.1354)
H (4.0744, -4.3968, -0.3730)
H (0.4216, -3.8496, 3.7765)
H (4.1177, 2.3926, 2.2862)
H (6.5319, -0.4127, -1.5993)
H (1.4618, 2.3787, -1.9677)
H (-4.7245, -1.2048, 0.1535)
H (1.3197, -5.6172, -0.7766)
H (1.2571, 3.9288, 1.9632)
H (-7.9757, -0.9821, 2.9200)
H (-0.4256, -5.5463, 1.3551)
H (2.9663, 1.9558, 5.7133)
H (-3.3714, 5.1815, -3.2536)
H (-4.3119, 2.8865, 3.5900)
H (2.9078, -4.0700, -1.9806)
H (-2.0809, -1.2142, 1.9696)
H (-2.0035, 3.5724, 3.1013)
H (-2.3448, 0.8679, -1.1415)
H (5.1037, 1.1273, -3.1052)
H (-3.1391, -4.1167, 1.8571)
H (-6.6581, 4.7319, -0.5302)
H (0.9619, 1.1039, 4.8571)
H (-0.5682, -2.0321, -1.8438)
H (-2.3547, 3.1854, -4.2441)

> Number 3 is which compound?

C37H46BN12O4S2Se2Ti

> Among the records above, which one has the lowest E?

C37H46BN12O4S2Se2Ti

> Among the records above, which one has the highest spin multiplicity?

C37H45N7O4Re